(1)
{
  "formula": "C3H7N2O",
  "method": "ωB97M-V with the def2-TZVPD basis set",
  "symbols": ["C", "N", "C", "O", "C", "N", "H", "H", "H", "H", "H", "H", "H"],
  "positions_angstrom": [[1.5573, -1.8164, -0.6764], [0.6043, -1.2368, -0.0324], [0.0171, 0.0429, 0.0762], [-0.2663, 0.1985, 1.4765], [-0.6172, 1.0406, -0.6432], [-1.3388, 1.9620, 0.0038], [1.8572, -2.8724, -0.3096], [1.8314, -1.3975, -1.6062], [0.2606, -1.7567, 0.8644], [0.3632, 0.6846, 2.0239], [-0.7975, 0.9949, -1.7690], [-1.5124, 1.6592, 0.9876], [-1.9589, 2.4971, -0.3953]],
  "atomic_forces_ev_per_a": [[-1.20, -1.95, 0.82], [-0.28, -0.95, 2.24], [-0.63, 1.90, 2.08], [-0.34, -0.83, -0.65], [-0.62, -1.92, -2.43], [4.09, -4.25, 4.32], [-0.44, 2.05, -0.89], [0.94, 0.40, -0.72], [0.84, 1.08, -1.85], [0.46, 0.02, -0.51], [0.89, 0.11, 1.59], [0.14, 0.90, -1.03], [-3.84, 3.44, -2.98]],
  "lowdin_charge": [0.1664, 0.0577, -0.2653, -0.0209, -0.0624, 0.1529, 0.1585, 0.1026, 0.2238, 0.1280, 0.1681, 0.1414, 0.0494],
  "total_charge": 1,
  "e_tot_ev": -8242.8644,
  "smiles": "C=[NH+]/C(O)=C/N",
  "lumo_energy_ha": [-0.187, -0.187],
  "e_homo_ev": [-12.939, -12.938],
  "relative_energy_kcal_mol": 75.5,
  "mol_weight_g_mol": 87.1
}

=====

(2)
{
  "formula": "C3H7N2O",
  "method": "ωB97M-V with the def2-TZVPD basis set",
  "symbols": ["N", "C", "O", "C", "C", "N", "H", "H", "H", "H", "H", "H", "H"],
  "positions_angstrom": [[-1.1584, -1.6502, -0.0754], [-1.1079, -0.2678, -0.2200], [-2.2909, 0.6152, -0.4023], [-1.4344, 0.8632, 0.6206], [-0.0111, 0.9142, -0.4747], [1.3400, 0.4994, 0.0214], [-1.1543, -1.8527, 0.8569], [-1.8334, -2.1168, -0.6666], [-1.4648, 1.1057, 1.6610], [-0.0521, 1.4663, -1.4269], [2.1508, 0.7416, -0.6213], [1.4887, -0.4710, -0.2247], [1.4365, 0.9390, 0.9317]],
  "atomic_forces_ev_per_a": [[0.68, 1.92, -2.73], [0.36, 2.23, 0.24], [-0.04, -0.12, -0.20], [3.64, -0.89, -1.86], [-3.68, -1.94, 0.35], [0.67, 1.11, -2.71], [-0.47, -1.36, 2.67], [0.18, -0.11, 0.14], [-0.54, 0.30, 0.24], [0.11, -0.12, 0.69], [-1.14, 1.36, 0.90], [-0.62, -1.37, 1.84], [0.85, -1.00, 0.44]],
  "lowdin_charge": [0.1625, -0.3728, 0.0761, -0.0698, -0.0112, 0.1964, 0.0648, 0.1226, 0.1462, 0.1406, 0.2062, 0.1614, 0.1771],
  "total_charge": 1,
  "e_tot_ev": -8240.3729,
  "smiles": "N[C@@]12O[C@@H]1[C@H]2[NH3+]",
  "lumo_energy_ha": -0.146,
  "e_homo_ev": -13.834,
  "relative_energy_kcal_mol": 133.0,
  "mol_weight_g_mol": 87.1
}

=====

(3)
{
  "formula": "C3H7N2O",
  "method": "ωB97M-V with the def2-TZVPD basis set",
  "symbols": ["C", "C", "C", "N", "N", "O", "H", "H", "H", "H", "H", "H", "H"],
  "positions_angstrom": [[0.8482, -0.9784, -0.1280], [-1.0151, 1.2249, -0.2085], [-1.3613, -0.0646, 0.3542], [1.3810, 0.1835, -0.1283], [-0.4823, -1.1306, -0.0701], [2.6683, 0.3819, 0.2002], [1.4369, -1.8919, -0.2114], [-0.6714, 1.2909, -1.2285], [-1.1103, 2.1319, 0.3655], [-1.3948, -0.0175, 1.4530], [-2.3848, -0.3216, 0.0394], [-0.8738, -2.0415, -0.2659], [2.9594, 1.2331, -0.1716]],
  "atomic_forces_ev_per_a": [[1.29, -0.34, 0.04], [1.58, -0.59, -0.03], [-0.05, -0.36, 0.48], [-1.93, 1.61, -0.28], [-0.65, -0.01, -0.19], [0.38, -0.66, 0.23], [0.04, 0.09, 0.14], [-0.16, 0.08, -0.17], [-0.09, 0.15, 0.10], [-0.03, 0.04, -0.18], [-0.04, 0.09, -0.08], [0.09, 0.15, 0.04], [-0.43, -0.25, -0.10]],
  "lowdin_charge": [-0.1465, 0.2728, -0.2143, 0.0043, 0.0422, 0.0431, 0.1698, 0.0982, 0.1036, 0.1553, 0.1710, 0.1623, 0.1384],
  "total_charge": 1,
  "e_tot_ev": -8240.9627,
  "lumo_energy_ha": [-0.255, -0.226],
  "e_homo_ev": [-13.472, -13.879],
  "relative_energy_kcal_mol": 119.4,
  "mol_weight_g_mol": 87.1
}

=====

(4)
{
  "formula": "C3H7N2O",
  "method": "ωB97M-V with the def2-TZVPD basis set",
  "symbols": ["N", "C", "C", "O", "C", "N", "H", "H", "H", "H", "H", "H", "H"],
  "positions_angstrom": [[1.9095, 0.2321, 0.0882], [0.6758, 0.7943, 0.2975], [-0.3628, 1.1030, -0.7957], [-1.5305, 1.0790, 0.1649], [-0.6310, 0.0484, 0.0701], [-1.1467, -1.3259, 0.1172], [2.6778, 0.5397, 0.5959], [2.1591, -0.5502, -0.4930], [0.7933, 1.4437, 1.1324], [-0.5664, 1.4346, -1.7726], [-1.8321, -1.5473, -0.6298], [-1.8138, -1.4441, 0.9329], [-0.3321, -1.8072, 0.2920]],
  "atomic_forces_ev_per_a": [[0.00, -1.52, -1.49], [-0.10, -0.36, 0.02], [-0.33, 0.47, 0.46], [0.27, 0.67, -0.26], [-0.56, -0.69, 1.20], [-3.73, 2.35, 0.71], [1.08, 0.85, 1.05], [-0.53, 0.14, -0.35], [-0.84, 0.73, 0.59], [0.16, 0.13, -1.05], [1.32, -0.33, -0.49], [1.28, 0.43, -0.28], [1.96, -2.86, -0.12]],
  "lowdin_charge": [0.0994, -0.1811, 0.0397, 0.0798, -0.4226, 0.3236, 0.0802, 0.1067, 0.1566, 0.1494, 0.2082, 0.2196, 0.1406],
  "total_charge": 1,
  "e_tot_ev": -8240.8631,
  "smiles": "N[C@H]1[C@@H]2O[C@]12[NH3+]",
  "lumo_energy_ha": -0.146,
  "e_homo_ev": -13.620,
  "relative_energy_kcal_mol": 121.7,
  "mol_weight_g_mol": 87.1
}

=====

(5)
{
  "formula": "C3H7N2O2",
  "method": "ωB97M-V with the def2-TZVPD basis set",
  "symbols": ["N", "C", "N", "C", "C", "O", "O", "H", "H", "H", "H", "H", "H", "H"],
  "positions_angstrom": [[0.8043, -1.0848, -1.2833], [1.5492, -0.1159, -0.8366], [1.1157, 0.8842, -0.0726], [-0.2048, 1.0321, 0.3915], [-1.0540, 0.0537, 0.8150], [-2.3939, 0.1906, 1.0181], [-0.5503, -1.2290, 0.8831], [-0.0154, -1.2247, -0.5821], [1.0691, -1.6165, -2.0893], [2.6669, -0.0409, -0.9495], [1.7484, 1.6679, 0.1136], [-0.6596, 1.9572, 0.3074], [-2.6976, 1.1562, 1.0676], [-1.3781, -1.6300, 1.2173]],
  "atomic_forces_ev_per_a": [[-1.36, 0.84, 1.84], [2.35, 1.46, 0.44], [-0.19, -0.45, 0.23], [-1.40, -1.80, 0.49], [1.83, 1.74, -1.31], [0.85, 0.90, 0.32], [-2.91, 1.04, 1.18], [1.04, -0.82, -2.26], [0.10, -0.57, 0.15], [-1.28, -0.31, -0.77], [-0.14, -0.75, 0.03], [-0.29, 1.97, -0.25], [0.82, -1.90, -0.12], [0.60, -1.35, 0.04]],
  "lowdin_charge": [0.1909, -0.1342, 0.0785, -0.0261, -0.3654, 0.1072, 0.0802, 0.1144, 0.1391, 0.1804, 0.1780, 0.1089, 0.1853, 0.1626],
  "total_charge": 1,
  "e_tot_ev": -10292.0884,
  "smiles": "[NH2+]=CNC=C(O)O",
  "lumo_energy_ha": -0.128,
  "e_homo_ev": -13.318,
  "relative_energy_kcal_mol": 16.7,
  "mol_weight_g_mol": 103.1
}

=====

(6)
{
  "formula": "C3H7N2O2",
  "method": "ωB97M-V with the def2-TZVPD basis set",
  "symbols": ["C", "C", "C", "N", "N", "O", "O", "H", "H", "H", "H", "H", "H", "H"],
  "positions_angstrom": [[0.6612, -0.8218, -1.4121], [-0.0482, -1.6475, 0.7123], [0.2073, 0.8392, 0.2846], [0.8368, 0.3458, -0.9815], [-0.7297, -0.1999, 0.6841], [-1.1481, -2.4479, 0.7144], [-0.2356, 2.1154, 0.1169], [0.8929, -1.2936, -2.4164], [0.9637, 0.7899, 0.9910], [1.5429, 1.1348, -1.3053], [-1.4089, -0.4541, 0.0202], [-1.0377, -0.0909, 1.7137], [-1.1166, -3.3995, 0.8559], [-1.1581, 2.2075, -0.3368]],
  "atomic_forces_ev_per_a": [[-1.97, -2.32, 0.01], [0.00, -1.88, -0.33], [-0.25, -0.63, -1.76], [2.16, 2.78, -0.72], [0.22, -0.95, 2.81], [0.39, 2.79, -0.53], [-2.50, 0.18, -0.51], [0.70, 1.22, 1.33], [1.48, 0.50, 1.62], [-1.74, -1.82, 0.10], [-2.07, 0.53, -0.89], [0.05, 0.14, -2.18], [1.11, -0.07, 0.07], [2.43, -0.46, 0.97]],
  "lowdin_charge": [0.0862, 0.0211, -0.4034, 0.0010, 0.0684, -0.0016, 0.0628, 0.1072, 0.1522, 0.2254, 0.1275, 0.2307, 0.1326, 0.1899],
  "total_charge": 1,
  "e_tot_ev": -10287.0992,
  "lumo_energy_ha": -0.142,
  "e_homo_ev": -12.767,
  "relative_energy_kcal_mol": 131.7,
  "mol_weight_g_mol": 103.1
}

=====

(7)
{
  "formula": "C3H7N2O2",
  "method": "ωB97M-V with the def2-TZVPD basis set",
  "symbols": ["O", "C", "C", "N", "C", "O", "N", "H", "H", "H", "H", "H", "H", "H"],
  "positions_angstrom": [[1.3151, 1.4041, -1.6016], [0.6268, 0.7545, -0.5517], [-0.1970, 1.2669, 0.3603], [-0.7799, 0.2522, 1.1479], [-0.3636, -0.9656, 0.7600], [-1.2656, -1.7831, 0.1441], [0.7234, -0.7328, -0.5500], [0.6952, 2.1405, -1.7304], [-0.2808, 2.2990, 0.4476], [-0.9283, 0.3669, 2.1376], [0.1264, -1.5242, 1.5545], [-1.8271, -1.2411, -0.4238], [0.4457, -1.2437, -1.3429], [1.7096, -0.9936, -0.3516]],
  "atomic_forces_ev_per_a": [[-1.91, -0.87, 2.02], [0.98, 0.20, -2.38], [1.21, -2.40, -0.65], [-0.74, 2.90, 0.09], [0.66, -3.79, -1.72], [-0.13, -0.07, 0.26], [1.48, 2.77, 4.05], [0.71, 0.30, -0.75], [-0.69, 1.49, 0.67], [0.22, 0.32, 0.08], [0.27, -0.27, -0.30], [-0.47, 0.00, 0.06], [-0.98, -0.64, -1.40], [-0.63, 0.05, -0.02]],
  "lowdin_charge": [0.0741, -0.2615, 0.0263, 0.0661, -0.2964, 0.0767, 0.2359, 0.1206, 0.1314, 0.1682, 0.1794, 0.1326, 0.1504, 0.1962],
  "total_charge": 1,
  "e_tot_ev": -10291.0860,
  "smiles": "OC1=CN[C@@H](O)[NH2+]1",
  "lumo_energy_ha": -0.126,
  "e_homo_ev": -13.580,
  "relative_energy_kcal_mol": 39.8,
  "mol_weight_g_mol": 103.1
}

=====

(8)
{
  "formula": "C3H7N2O2",
  "method": "ωB97M-V with the def2-TZVPD basis set",
  "symbols": ["C", "C", "C", "N", "N", "O", "O", "H", "H", "H", "H", "H", "H", "H"],
  "positions_angstrom": [[0.5314, -0.0683, 1.2047], [-2.0368, 1.1315, -0.3634], [2.5326, 0.4091, -0.1427], [-2.1756, -1.0724, 0.6189], [1.5355, 0.2080, 0.6901], [-2.7417, 0.0810, -0.0966], [-0.8658, 1.3039, -0.0721], [-0.1581, -0.4615, 1.9454], [-2.8083, 1.8093, -0.8148], [3.0089, 1.3836, -0.0766], [2.2667, 0.2307, -1.2913], [3.4323, -0.2262, 0.0525], [-3.0740, -1.3438, 1.0582], [-1.7196, -1.5492, -0.1638]],
  "atomic_forces_ev_per_a": [[2.92, 0.69, -0.29], [0.58, 0.96, 0.63], [4.67, 0.10, -5.21], [0.00, 2.34, -0.08], [-5.59, -1.82, 3.27], [-1.17, -1.54, 0.26], [-1.04, 0.04, -0.58], [-0.19, 0.35, -0.55], [1.24, 0.16, -0.03], [-0.62, 0.50, 0.13], [0.15, 0.40, 2.57], [-1.01, -0.10, 0.13], [1.12, -1.10, -0.86], [-1.05, -0.99, 0.62]],
  "lowdin_charge": [0.2713, -0.3267, -0.0756, 0.1050, 0.0578, -0.0562, 0.0333, 0.1365, 0.1777, 0.1183, 0.1793, 0.1334, 0.1321, 0.1136],
  "total_charge": 1,
  "e_tot_ev": -10288.7583,
  "lumo_energy_ha": -0.152,
  "e_homo_ev": -14.769,
  "relative_energy_kcal_mol": 93.5,
  "mol_weight_g_mol": 103.1
}

=====

(9)
{
  "formula": "C3H7N2O2S",
  "method": "ωB97M-V with the def2-TZVPD basis set",
  "symbols": ["C", "C", "C", "N", "N", "O", "O", "S", "H", "H", "H", "H", "H", "H", "H"],
  "positions_angstrom": [[-0.1313, -1.2354, -0.3871], [-1.3532, -0.1224, 1.4606], [-0.8092, -0.0054, 0.0416], [1.5767, 1.3516, -0.4504], [1.4783, 0.4116, 0.5468], [0.1101, -2.2682, 0.2376], [0.3390, -1.1964, -1.6804], [-0.9726, 1.1481, -1.1676], [-2.3740, -0.6159, 1.4656], [-0.7193, -0.5337, 2.1217], [-1.6100, 0.8322, 1.7631], [1.6587, 0.8493, -1.3782], [0.9411, 2.2088, -0.5091], [1.8484, -0.4247, 0.1068], [0.0172, -0.3995, -2.1710]],
  "atomic_forces_ev_per_a": [[0.32, -0.27, -0.62], [-3.43, 0.65, -3.66], [1.31, -2.02, 0.61], [1.67, -0.48, -1.09], [-1.45, 1.65, -0.71], [-0.52, 0.65, 0.08], [0.43, -0.53, -0.61], [-1.67, 0.90, 0.36], [1.15, -0.09, -0.06], [2.29, -1.73, 2.03], [-0.26, 2.26, 0.88], [-0.39, 1.41, 1.10], [0.68, -1.96, 0.61], [0.07, -0.17, 0.17], [-0.20, -0.29, 0.90]],
  "lowdin_charge": [-0.6692, -0.1129, -0.7306, -0.2098, -0.0392, -0.0095, -0.0650, 0.5947, 0.0929, 0.0211, 0.0263, 0.0648, 0.0255, 0.0226, -0.0117],
  "total_charge": -1,
  "e_tot_ev": -21133.7102,
  "lumo_energy_ha": [0.128, 0.129],
  "e_homo_ev": [-3.102, -2.665],
  "relative_energy_kcal_mol": 74.2,
  "mol_weight_g_mol": 135.2
}

=====

(10)
{
  "formula": "C3H7N2O3P",
  "method": "ωB97M-V with the def2-TZVPD basis set",
  "symbols": ["C", "C", "C", "N", "N", "O", "O", "O", "P", "H", "H", "H", "H", "H", "H", "H"],
  "positions_angstrom": [[-1.1412, -1.7009, 0.4405], [-0.2930, -0.7062, 0.3711], [-0.0184, 0.1367, -0.8908], [1.0977, 2.1206, 0.0470], [1.0782, 1.0828, -0.8879], [2.6880, -1.6713, -0.8390], [2.4468, -0.4889, 1.4170], [4.0437, 0.4798, -0.4495], [2.8657, -0.3852, -0.0470], [-1.4083, -2.3864, 1.3457], [-1.9105, -1.8602, -0.3852], [0.2881, -0.7735, 1.2550], [-0.8581, 0.7149, -1.2721], [0.1060, -0.5839, -1.6555], [1.9450, 2.5133, -0.1444], [1.3384, 1.7594, 1.0322]],
  "atomic_forces_ev_per_a": [[-3.87, -1.96, -0.31], [-0.19, -0.21, -0.20], [0.25, 1.79, 1.71], [-2.91, -0.95, 3.09], [2.53, -3.74, -0.67], [-0.27, 0.72, 0.19], [0.32, 0.74, -0.62], [-0.54, 0.02, 0.59], [-0.22, -0.19, -0.94], [1.08, 1.39, -1.43], [0.93, 0.00, 0.68], [1.36, 1.30, 0.40], [-1.38, 0.05, 0.58], [0.90, -0.72, -0.89], [2.72, 1.73, -0.92], [-0.70, 0.03, -1.27]],
  "lowdin_charge": [-0.1098, -0.2081, -0.3378, -0.1342, -0.2714, -0.4735, -0.4752, -0.4917, 0.2019, 0.0490, 0.0354, 0.0472, 0.0648, 0.0707, -0.0222, 0.0548],
  "total_charge": -2,
  "e_tot_ev": -21634.0867,
  "lumo_energy_ha": 0.242,
  "e_homo_ev": 1.261,
  "relative_energy_kcal_mol": 5.3,
  "mol_weight_g_mol": 150.1
}

=====

(11)
{
  "formula": "C3H7N2O4S",
  "method": "ωB97M-V with the def2-TZVPD basis set",
  "symbols": ["C", "N", "N", "C", "C", "O", "S", "O", "O", "O", "H", "H", "H", "H", "H", "H", "H"],
  "positions_angstrom": [[1.9086, 0.4219, -0.9089], [0.8252, -0.3749, -0.4004], [0.8264, -0.4177, 0.9752], [-0.2471, -0.7136, 1.6197], [-1.6723, -0.7066, 1.0617], [-0.1654, -0.8427, 2.9554], [-1.1528, 0.3764, 3.7393], [-2.4374, -0.2981, 4.0127], [-1.2011, 1.5639, 2.8400], [-0.3238, 0.6506, 4.8725], [2.4283, 0.1805, -1.7624], [1.5063, 1.4634, -0.9562], [2.6046, 0.3448, -0.1021], [-0.0671, -0.3362, -0.8985], [-2.3215, -1.1576, 1.7790], [-1.7720, -1.2684, 0.1271], [-2.0294, 0.3545, 0.9368]],
  "atomic_forces_ev_per_a": [[-2.03, 2.12, 2.66], [-0.52, -1.47, -0.93], [-0.88, -0.78, 0.77], [-0.08, 1.02, -1.72], [0.53, 0.56, -0.78], [-0.67, 1.00, 0.40], [-0.52, 1.42, 0.00], [1.56, 0.71, -0.69], [-0.32, -2.30, 0.57], [0.17, -0.44, 0.89], [0.48, -1.16, -2.36], [0.95, -0.21, -0.23], [0.75, 0.46, 0.46], [0.36, 0.28, 0.54], [-0.42, -0.31, 0.47], [0.12, 0.13, -0.04], [0.51, -1.04, -0.03]],
  "lowdin_charge": [-0.1270, -0.1602, 0.0717, -0.4801, -0.0441, -0.1637, 0.4754, -0.3597, -0.3622, -0.3365, 0.0293, 0.0856, 0.0631, 0.1027, 0.0482, 0.0615, 0.0962],
  "total_charge": -1,
  "e_tot_ev": -25230.2225,
  "smiles": "CN/N=C(\\C)OS(=O)(=O)[O-]",
  "lumo_energy_ha": 0.132,
  "e_homo_ev": -4.539,
  "relative_energy_kcal_mol": 0.0,
  "mol_weight_g_mol": 167.2
}

=====

(12)
{
  "formula": "C3H7N2O6S2",
  "method": "ωB97M-V with the def2-TZVPD basis set",
  "symbols": ["C", "C", "O", "N", "C", "S", "O", "O", "N", "S", "O", "O", "O", "H", "H", "H", "H", "H", "H", "H"],
  "positions_angstrom": [[0.6272, -2.1291, 0.2147], [1.5715, -0.9848, 0.4713], [2.4528, -1.1043, 1.3206], [1.5366, 0.2470, -0.2750], [1.7031, 1.3874, 0.6787], [0.1283, 0.5062, -1.2023], [-0.0034, -0.6295, -2.0747], [0.3319, 1.7767, -1.8540], [-0.9567, 0.5904, -0.0246], [-2.4630, 0.2011, -0.4062], [-2.7947, -1.1303, 0.0211], [-2.9052, 0.6033, -1.7064], [-3.2025, 1.1767, 0.6479], [0.5536, -2.6589, 1.1553], [1.0508, -2.7850, -0.5357], [-0.3670, -1.8481, -0.0901], [1.0923, 1.2250, 1.5567], [2.7378, 1.4355, 0.9911], [1.4516, 2.3093, 0.1794], [-2.5448, 1.8114, 0.9320]],
  "atomic_forces_ev_per_a": [[-0.04, 0.16, 0.20], [1.43, 0.15, 0.28], [-1.02, 0.26, -0.75], [-1.14, -0.25, 1.17], [0.83, -0.34, -0.33], [0.05, 0.45, -0.54], [0.01, -0.06, 0.20], [0.10, -0.16, 0.34], [-0.04, -0.17, -0.80], [-0.07, 0.02, 0.58], [-0.05, 0.02, -0.09], [0.14, 0.00, -0.20], [-0.37, -0.31, 0.06], [0.15, -0.20, 0.17], [0.10, -0.10, -0.21], [-0.13, 0.10, -0.13], [-0.25, 0.10, 0.15], [0.21, -0.07, 0.00], [-0.18, 0.13, -0.16], [0.29, 0.28, 0.06]],
  "lowdin_charge": [-0.0098, -0.4736, 0.0366, -0.1600, -0.0946, 0.5088, -0.3045, -0.3176, -0.3242, 0.4599, -0.3163, -0.3030, -0.1901, 0.0854, 0.0908, 0.0338, 0.0787, 0.0758, 0.0680, 0.0561],
  "total_charge": -1,
  "e_tot_ev": -40161.8567,
  "lumo_energy_ha": 0.122,
  "e_homo_ev": -5.948,
  "relative_energy_kcal_mol": 0.0,
  "mol_weight_g_mol": 231.2
}